(1)
Density functional theory data (ωB97M-V with the def2-TZVPD basis set) for C24H42BF6N4O22PS2Zn as an isolated structure.

Atoms and positions in Å:
Zn 0.1408 0.5428 -0.9457
C 1.4519 3.6355 -3.4292
F 2.3570 3.7382 -2.4635
F 1.3252 4.7974 -4.0416
F 1.8674 2.7058 -4.2855
S -0.1806 3.1609 -2.6374
O -0.1153 3.5903 -1.2787
O -1.2539 3.7384 -3.3727
N -0.0434 1.4646 -2.7464
S -0.8740 1.0414 -4.0958
O -2.1630 0.5222 -3.7436
O -0.8064 1.9395 -5.1998
C 0.1118 -0.3854 -4.7402
F 0.0808 -1.4127 -3.8784
F -0.4352 -0.7754 -5.8825
F 1.3775 -0.0535 -4.9676
O 2.6184 4.1391 1.4832
C 3.1095 3.0664 1.3843
O 4.2555 2.6407 1.8991
B 4.4220 1.2062 1.6307
O 3.2779 0.8455 0.7354
C 2.5021 1.8994 0.5845
O 1.4325 1.9120 0.0400
O 4.3056 0.4321 2.8898
C 5.3109 -0.4434 2.9681
O 5.4622 -1.2992 3.7589
C 6.2708 -0.1318 1.7926
O 5.7175 0.8459 1.0627
O 7.2934 -0.6771 1.5833
O -1.4630 1.3637 0.0885
P -2.6089 1.9468 0.8221
N -3.5531 2.9811 -0.0431
C -3.2390 4.4120 -0.0992
C -4.1291 2.4739 -1.2893
N -2.0652 2.7513 2.1487
C -2.9262 2.9977 3.2665
C -0.7762 3.4674 2.0930
N -3.6730 0.8006 1.3500
C -3.1206 -0.3370 2.0664
C -5.1054 1.0695 1.4838
H -4.1651 4.9768 -0.2418
H -2.5648 4.6290 -0.9331
H -2.8080 4.7501 0.8393
H -3.4377 2.6531 -2.1206
H -5.0671 2.9868 -1.5125
H -4.2883 1.3994 -1.2603
H -3.6662 3.7846 3.0779
H -3.4003 2.0894 3.6394
H -2.3211 3.3507 4.1079
H 0.0025 2.8571 2.5526
H -0.4850 3.6590 1.0637
H -0.8915 4.4133 2.6192
H -3.9096 -1.0617 2.2613
H -2.3760 -0.8515 1.4472
H -2.6333 -0.0682 3.0122
H -5.6253 0.9710 0.5326
H -5.2701 2.0794 1.8669
H -5.5456 0.4181 2.2380
C 0.9115 -4.8676 2.3861
C 0.6412 -3.4576 2.8424
O 0.4849 -2.6243 1.6659
C 0.4273 -1.3214 1.7886
O 0.2513 -0.5950 0.8421
O 0.4485 -0.9223 3.0475
C 0.4812 0.4961 3.3153
H 0.3257 -5.1339 1.5090
H 0.7513 -5.5363 3.2306
H 1.9658 -5.0075 2.1246
H 1.4268 -3.1062 3.5057
H -0.3176 -3.4282 3.3658
H 1.4781 0.8104 3.5942
H -0.2306 0.6591 4.1245
H 0.1013 1.0482 2.4534
C -0.8444 -5.0197 -2.2230
C -0.7882 -3.6316 -1.6446
O -2.1240 -3.0808 -1.5561
C -2.1964 -1.7671 -1.4407
O -1.2523 -1.0339 -1.4005
O -3.4359 -1.3176 -1.4133
C -4.5195 -2.1625 -1.0087
H -1.4037 -5.6915 -1.5721
H 0.1854 -5.3875 -2.2543
H -1.2056 -5.0509 -3.2484
H -0.1791 -2.9693 -2.2564
H -0.3230 -3.6373 -0.6578
H -5.4320 -1.5941 -1.1582
H -4.4434 -2.4407 0.0429
H -4.5510 -3.0550 -1.6338
C 4.2708 -3.1712 0.5470
C 3.5544 -3.5596 -0.7234
O 2.4515 -2.6638 -0.9813
C 2.6310 -1.4464 -1.4296
O 1.7002 -0.6871 -1.5479
O 3.8691 -1.1710 -1.7673
C 4.0952 0.0873 -2.4013
H 3.5640 -3.2449 1.3794
H 4.7071 -2.1898 0.4398
H 5.0241 -3.9219 0.7889
H 3.0778 -4.5303 -0.6190
H 4.2646 -3.5829 -1.5489
H 3.8610 0.9114 -1.7269
H 3.4513 0.2305 -3.2722
H 5.1373 0.1163 -2.6892

Values from the calculation:
Multiplicity: 1
Total charge: 0
LUMO energy, Eh: -0.00114

Löwdin population analysis, charges in e, atoms 1 to 99:
1. Zn 0.63
2. C -0.67
3. F 0.15
4. F 0.17
5. F 0.13
6. S 0.65
7. O -0.28
8. O -0.26
9. N -0.29
10. S 0.61
11. O -0.25
12. O -0.25
13. C -0.67
14. F 0.12
15. F 0.16
16. F 0.14
17. O 0.19
18. C -0.38
19. O 0.25
20. B -0.88
21. O 0.22
22. C -0.34
23. O 0.10
24. O 0.21
25. C -0.41
26. O 0.18
27. C -0.40
28. O 0.23
29. O 0.18
30. O -0.25
31. P 0.53
32. N -0.28
33. C -0.07
34. C -0.08
35. N -0.29
36. C -0.11
37. C -0.07
38. N -0.28
39. C -0.09
40. C -0.09
41. H 0.09
42. H 0.08
43. H 0.07
44. H 0.08
45. H 0.09
46. H 0.07
47. H 0.09
48. H 0.07
49. H 0.09
50. H 0.06
51. H 0.06
52. H 0.10
53. H 0.08
54. H 0.07
55. H 0.08
56. H 0.07
57. H 0.07
58. H 0.08
59. C -0.05
60. C -0.19
61. O 0.06
62. C -0.57
63. O 0.08
64. O 0.02
65. C 0.02
66. H 0.08
67. H 0.09
68. H 0.07
69. H 0.13
70. H 0.13
71. H 0.11
72. H 0.10
73. H 0.06
74. C -0.05
75. C -0.19
76. O 0.06
77. C -0.59
78. O 0.09
79. O 0.02
80. C -0.01
81. H 0.08
82. H 0.08
83. H 0.08
84. H 0.10
85. H 0.11
86. H 0.10
87. H 0.09
88. H 0.10
89. C -0.03
90. C -0.17
91. O 0.06
92. C -0.58
93. O 0.09
94. O 0.03
95. C 0.02
96. H 0.08
97. H 0.07
98. H 0.10
99. H 0.12



(2)
Density functional theory data (ωB97M-V with the def2-TZVPD basis set) for C24H42ClCuN6O4 as an isolated structure.

Atoms and positions in Å:
Cu -2.9955 -6.0394 -2.8206
Cl -2.2287 -0.8507 -0.1888
O -2.9448 0.3941 -0.4506
O -2.8347 -1.5021 0.9282
O -2.2101 -1.7404 -1.3437
O -0.8935 -0.5445 0.2193
C -4.5531 2.8451 -7.1775
C -4.6086 1.7292 -6.1818
C -5.8607 0.8576 -6.3749
C -5.9404 0.2933 -7.7213
N -6.0235 -0.1272 -8.7776
H -5.2828 3.6417 -7.0325
H -4.7323 2.4600 -8.1813
H -3.5666 3.3037 -7.2456
H -4.5004 2.0989 -5.1621
H -3.7124 1.1385 -6.3715
H -6.7629 1.4413 -6.1921
H -5.8952 0.0005 -5.7024
C 3.1855 1.3371 5.7385
C 2.9287 1.9908 4.3830
C 3.9791 1.6125 3.3047
C 4.2405 0.1610 3.2273
N 4.4667 -0.9789 3.2491
H 4.1593 1.6106 6.1447
H 3.2345 0.2636 5.5562
H 2.4135 1.6496 6.4417
H 2.9090 3.0796 4.4288
H 1.9707 1.6608 3.9812
H 4.9469 2.0286 3.5848
H 3.7204 1.9545 2.3026
C 2.2735 5.2556 -2.3188
C 0.9677 4.4666 -2.4096
C 0.9884 3.2656 -3.3730
C 1.5924 3.4932 -4.6809
N 2.1294 3.6675 -5.6938
H 2.4613 5.7187 -3.2874
H 3.1331 4.6147 -2.1228
H 2.4732 6.0203 -1.5681
H 0.1647 5.0929 -2.7981
H 0.5620 4.1645 -1.4440
H 0.0231 2.8173 -3.6082
H 1.5574 2.4863 -2.8661
C 0.4140 -7.3257 5.2259
C 1.2844 -6.4029 4.3464
C 0.5905 -5.5358 3.2961
C -0.2534 -6.2428 2.3143
N -0.8252 -6.8529 1.5245
H 1.0637 -8.0162 5.7637
H -0.3159 -7.9535 4.7148
H -0.1380 -6.7697 5.9837
H 2.0788 -7.0225 3.9303
H 1.7543 -5.6749 5.0077
H 1.3674 -4.9892 2.7617
H -0.0987 -4.8453 3.7823
C 3.6845 -3.0300 -2.2642
C 4.6665 -4.0147 -2.9268
C 4.0742 -5.4512 -3.2320
C 2.6731 -5.5591 -3.5490
N 1.5423 -5.5973 -3.8530
H 3.3509 -3.3809 -1.2877
H 2.7359 -2.9434 -2.7940
H 4.1603 -2.0647 -2.0910
H 5.5287 -4.1759 -2.2797
H 5.0267 -3.7052 -3.9079
H 4.1614 -6.0335 -2.3147
H 4.6841 -6.0561 -3.9030
C -2.3948 5.5382 4.3605
C -2.9892 4.2323 3.7998
C -3.4622 3.3583 4.9327
C -4.5370 3.9215 5.7702
N -5.3742 4.3663 6.4114
H -2.0511 6.2922 3.6524
H -1.5817 5.2408 5.0227
H -3.2110 5.9949 4.9203
H -2.3067 3.7659 3.0894
H -3.8133 4.5311 3.1519
H -2.6547 3.2016 5.6480
H -3.7694 2.3676 4.5975

Values from the calculation:
Energy relative to the best compared isomer or geometry (same formula, charge and spin), kcal/mol: 129.66
Multiplicity: 1
Total charge: 0
LUMO energy, Eh: -0.18278

Just the Löwdin charges please, in e? Sure, here they are:
1. Cu 0.97
2. Cl 0.60
3. O -0.39
4. O -0.39
5. O -0.42
6. O -0.39
7. C -0.13
8. C -0.26
9. C -0.18
10. C -0.26
11. N 0.14
12. H 0.08
13. H 0.07
14. H 0.08
15. H 0.11
16. H 0.11
17. H 0.12
18. H 0.11
19. C -0.11
20. C -0.25
21. C -0.19
22. C -0.24
23. N 0.13
24. H 0.08
25. H 0.06
26. H 0.07
27. H 0.10
28. H 0.11
29. H 0.11
30. H 0.11
31. C -0.11
32. C -0.25
33. C -0.19
34. C -0.24
35. N 0.13
36. H 0.07
37. H 0.07
38. H 0.07
39. H 0.10
40. H 0.11
41. H 0.12
42. H 0.12
43. C -0.11
44. C -0.25
45. C -0.18
46. C -0.23
47. N 0.11
48. H 0.07
49. H 0.07
50. H 0.07
51. H 0.11
52. H 0.11
53. H 0.12
54. H 0.12
55. C -0.10
56. C -0.22
57. C -0.19
58. C -0.25
59. N 0.12
60. H 0.08
61. H 0.07
62. H 0.07
63. H 0.10
64. H 0.10
65. H 0.11
66. H 0.12
67. C -0.11
68. C -0.26
69. C -0.20
70. C -0.24
71. N 0.14
72. H 0.07
73. H 0.07
74. H 0.07
75. H 0.11
76. H 0.11
77. H 0.12
78. H 0.12



(3)
Density functional theory data (ωB97M-V with the def2-TZVPD basis set) for C24H42ClCuN6O4 as an isolated structure.

Atoms and positions in Å:
Cu 0.0174 5.5108 2.5775
Cl 0.6141 0.6595 1.4196
O 1.2411 0.1139 0.2315
O 1.5461 1.3912 2.2505
O -0.5312 1.4903 1.0530
O 0.2626 -0.4647 2.2543
C -3.9635 -3.1631 -2.5938
C -3.1594 -4.4796 -2.4833
C -3.1019 -5.0528 -1.0370
C -4.3040 -5.3969 -0.2863
N -5.1851 -5.7399 0.3659
H -3.6309 -2.4669 -1.8238
H -4.9977 -3.3119 -2.2834
H -3.8601 -2.8340 -3.6278
H -2.1420 -4.3279 -2.8439
H -3.4794 -5.3747 -3.0168
H -2.4874 -4.3496 -0.4749
H -2.4851 -5.9450 -0.9290
C 5.9359 -0.6701 8.6740
C 4.8502 0.0608 7.8593
C 4.8590 1.5543 8.0449
C 6.1163 2.1597 7.5456
N 7.1393 2.6632 7.1899
H 5.4325 -0.9958 9.5843
H 6.6534 0.0896 8.9840
H 6.3671 -1.5830 8.2631
H 3.8518 -0.3576 7.9875
H 5.1129 -0.0060 6.8035
H 4.6598 1.8054 9.0867
H 4.0792 2.0979 7.5114
C 6.0217 5.1703 -5.0742
C 4.7399 4.7711 -5.7588
C 3.8766 3.9346 -4.8092
C 3.4033 4.7507 -3.7108
N 3.0229 5.4403 -2.9069
H 6.6730 5.6805 -5.7838
H 6.6871 4.4000 -4.6843
H 5.8859 5.8630 -4.2436
H 5.0058 4.1932 -6.6439
H 4.2028 5.5850 -6.2458
H 4.3582 3.0415 -4.4109
H 2.9390 3.6735 -5.3000
C 3.1767 -7.8902 -2.5230
C 3.7482 -6.4851 -2.5595
C 3.7536 -5.8305 -1.1497
C 4.4605 -6.6532 -0.1216
N 4.9518 -7.3684 0.6067
H 2.1027 -7.9417 -2.3443
H 3.5645 -8.5318 -1.7318
H 3.3743 -8.4744 -3.4218
H 3.0812 -5.9043 -3.1966
H 4.7810 -6.4762 -2.9078
H 2.8024 -5.5201 -0.7174
H 4.4034 -4.9665 -1.2887
C -6.9227 -1.4595 4.4303
C -7.1786 -0.4782 3.2177
C -6.6429 0.9301 3.5638
C -7.1760 1.6238 4.6995
N -7.6694 2.1221 5.6402
H -5.9330 -1.8947 4.5686
H -7.7294 -2.1923 4.4123
H -7.1184 -0.9927 5.3957
H -8.2119 -0.2915 2.9253
H -6.8164 -0.9247 2.2916
H -6.6804 1.5427 2.6630
H -5.5565 0.9128 3.6504
C -2.9000 5.1193 -5.5978
C -3.5690 4.5259 -4.3866
C -3.7716 5.4737 -3.2592
C -4.5093 6.6958 -3.6713
N -5.1189 7.6639 -4.0289
H -3.6028 5.7672 -6.1216
H -2.6133 4.2842 -6.2370
H -1.9670 5.6210 -5.3412
H -3.0520 3.6181 -4.0757
H -4.5699 4.1927 -4.6612
H -2.7573 5.6737 -2.9140
H -4.3612 4.9282 -2.5224

Values from the calculation:
Energy relative to the best compared isomer or geometry (same formula, charge and spin), kcal/mol: 164.29
Multiplicity: 1
Total charge: 0
LUMO energy, Eh: -0.19259

Just the Löwdin charges please, in e? Sure, here they are:
1. Cu 0.98
2. Cl 0.62
3. O -0.38
4. O -0.42
5. O -0.42
6. O -0.39
7. C -0.09
8. C -0.24
9. C -0.21
10. C -0.24
11. N 0.13
12. H 0.08
13. H 0.07
14. H 0.07
15. H 0.10
16. H 0.10
17. H 0.12
18. H 0.11
19. C -0.09
20. C -0.27
21. C -0.22
22. C -0.21
23. N 0.13
24. H 0.07
25. H 0.07
26. H 0.08
27. H 0.11
28. H 0.11
29. H 0.12
30. H 0.11
31. C -0.12
32. C -0.26
33. C -0.18
34. C -0.27
35. N 0.14
36. H 0.07
37. H 0.08
38. H 0.07
39. H 0.11
40. H 0.12
41. H 0.13
42. H 0.12
43. C -0.13
44. C -0.24
45. C -0.17
46. C -0.24
47. N 0.14
48. H 0.07
49. H 0.06
50. H 0.07
51. H 0.11
52. H 0.11
53. H 0.12
54. H 0.11
55. C -0.09
56. C -0.21
57. C -0.23
58. C -0.24
59. N 0.14
60. H 0.07
61. H 0.07
62. H 0.06
63. H 0.10
64. H 0.10
65. H 0.11
66. H 0.12
67. C -0.11
68. C -0.31
69. C -0.22
70. C -0.19
71. N 0.13
72. H 0.08
73. H 0.07
74. H 0.08
75. H 0.12
76. H 0.11
77. H 0.12
78. H 0.12



The lowest LUMO energy belongs to which entry? number 3



The lowest LUMO energy belongs to which entry? number 3